Entry 1:
20
Properties=species:S:1:pos:R:3 method="wB97M-V/def2-TZVPD" e_tot_ev=-26306.768 smiles="O=c1[nH][nH]c2c1S(=O)(=O)CCC2" homo_lumo_gap_ev=9.036 homo_ev=-8.74 relative_energy_kj_mol=286.72
O 3.1245 -1.5123 -0.2496
C 1.8894 -1.5231 -0.0993
N 1.0150 -2.6094 -0.0438
N -0.2637 -2.2708 0.0942
C -0.2263 -0.9248 0.1131
C 1.0250 -0.3819 0.0526
S 1.3108 1.6491 0.1100
O 1.7035 2.0701 -1.1788
O 2.0184 2.1195 1.2316
C -0.4325 2.0743 0.2940
C -1.3738 1.2611 -0.4740
C -1.5387 -0.1733 0.1912
H 1.3846 -3.5860 0.1323
H -1.0351 -2.8540 -0.2597
H -0.4820 3.1993 0.0402
H -0.6386 1.9644 1.3410
H -0.9211 0.8507 -1.3938
H -2.3992 1.6450 -0.6365
H -2.2726 -0.7328 -0.4707
H -1.8875 -0.2651 1.2060

---

Entry 2:
28
Properties=species:S:1:pos:R:3 method="wB97M-V/def2-TZVPD" e_tot_ev=-15630.508 charge=+1 homo_lumo_gap_ev=9.101 homo_ev=-12.35 relative_energy_kj_mol=289.99
C 1.6046 0.3695 1.0111
C -3.4609 -0.0522 -0.2157
C 1.2869 -0.8303 1.4600
C -2.5450 -0.4393 -1.1129
C -2.0894 0.5504 1.5643
C 0.6305 0.8736 -0.0161
C -0.5051 -0.1391 0.1342
C 0.1598 2.2985 0.2854
C 1.2799 0.8404 -1.4113
C 0.4210 -2.4837 -0.0880
N -3.1775 0.4111 1.0493
N 0.0845 -1.3605 0.8205
O -1.1935 -0.4924 -1.0277
H 2.4649 0.9392 1.3077
H -4.5113 -0.0700 -0.4525
H 1.7971 -1.4619 2.1632
H -2.8524 -0.7765 -2.0937
H -1.7275 0.8995 2.5015
H 1.0011 2.9836 0.2409
H -0.2864 2.3650 1.2724
H -0.5744 2.6105 -0.4529
H 1.8135 -0.0902 -1.5846
H 1.9854 1.6607 -1.5036
H 0.5170 0.9498 -2.1768
H -0.4495 -2.7593 -0.6800
H 1.2170 -2.1708 -0.7581
H 0.7486 -3.3437 0.4930
H -0.5754 -1.7195 1.5186

---

Entry 3:
78
Properties=species:S:1:pos:R:3 method="wB97M-V/def2-TZVPD" e_tot_ev=-83904.883 charge=+2 homo_lumo_gap_ev="5.446 / 6.159" homo_ev="-13.70 / -13.70" relative_energy_kj_mol=81.76 spin_multiplicity=2
V -0.5485 -0.1360 0.0475
C 1.5072 -2.4589 2.7631
C 1.9433 -1.1461 2.1801
C 3.1966 -0.6077 2.4401
C 3.1910 0.6375 1.8527
N 1.9970 0.8366 1.2927
N 1.2103 -0.2664 1.4487
B 1.5883 2.0359 0.3778
N 0.1449 2.4428 0.8165
C -0.2597 3.6438 1.2146
C -1.4654 3.5059 1.8880
C -1.7582 2.1557 1.8646
C -2.8842 1.5006 2.5926
N -0.7821 1.5084 1.1699
N 1.6049 1.4390 -1.0394
C 2.2527 1.8083 -2.1478
C 2.2936 0.7287 -3.0045
C 1.6390 -0.3071 -2.3497
C 1.5685 -1.7102 -2.8574
N 1.2034 0.1342 -1.1467
N 2.4858 3.2131 0.5784
C 2.8612 3.7767 1.7666
C 3.2862 5.0467 1.5123
C 3.1170 5.2184 0.1143
C 3.4256 6.4231 -0.7087
N 2.6165 4.1265 -0.4298
H 2.3633 -2.8983 3.2696
H 0.7351 -2.3380 3.5266
H 1.1830 -3.2036 2.0346
H 3.9898 -1.0641 3.0062
H 3.9568 1.3922 1.7987
H 0.3472 4.5163 1.0295
H -2.0354 4.2832 2.3667
H -3.0775 2.0616 3.5055
H -3.8030 1.5053 2.0093
H -2.6539 0.4771 2.8869
H 2.6652 2.8005 -2.2153
H 2.7797 0.6773 -3.9632
H 2.4286 -1.8779 -3.5030
H 1.6157 -2.4377 -2.0518
H 0.6799 -1.8991 -3.4611
H 2.7909 3.2408 2.6995
H 3.6796 5.7567 2.2196
H 4.4513 6.7514 -0.5444
H 3.2918 6.2031 -1.7653
H 2.7693 7.2524 -0.4428
O -1.9380 0.9248 -3.4761
C -1.6116 0.2983 -2.5219
O -1.1714 0.8341 -1.3682
C -1.6414 -1.2029 -2.4364
C -2.3112 -1.9697 -3.3904
C -2.3302 -3.3269 -3.2207
C -1.6009 -3.9102 -2.1621
C -1.5046 -5.3142 -1.9847
C -0.6934 -5.8385 -1.0220
C 0.0946 -4.9827 -0.2180
C -0.0004 -3.6261 -0.3474
C -0.8872 -3.0613 -1.2872
N -0.9916 -1.7017 -1.3989
H -2.8102 -1.4653 -4.2059
H -2.8733 -3.9646 -3.9074
H -2.0667 -5.9611 -2.6460
H -0.6114 -6.9096 -0.9010
H 0.8028 -5.4142 0.4781
H 0.6829 -2.9650 0.1723
N -1.1112 -1.5187 1.6589
N -2.3889 -2.0996 1.5752
C -3.3041 -1.3866 0.8618
N -4.5665 -1.7895 0.8795
N -2.7895 -0.3361 0.2557
N -3.7059 0.4300 -0.5235
O -3.6197 1.6153 -0.4151
O -4.4535 -0.1883 -1.2597
H -0.4372 -2.2780 1.7024
H -1.0053 -0.9537 2.5040
H -2.6897 -2.6663 2.3557
H -4.8406 -2.6048 1.4033
H -5.2165 -1.4159 0.2034

---

Entry 4:
57
Properties=species:S:1:pos:R:3 method="wB97M-V/def2-TZVPD" e_tot_ev=-86449.740 charge=+3 homo_lumo_gap_ev="6.641 / 6.162" homo_ev="-16.96 / -16.98" relative_energy_kj_mol=144.80 spin_multiplicity=3
V 0.0570 0.4542 1.1484
N -3.2025 1.0897 -0.0072
N -3.5348 1.9746 1.0238
C -2.7011 2.1981 2.0222
N -2.9592 3.1086 2.9330
N -1.6131 1.3293 2.1303
N -0.4795 1.8714 2.6175
O -0.2117 3.0195 2.7535
O 0.4249 0.8908 2.9336
H -3.3538 1.5595 -0.8925
H -3.8127 0.2803 0.0421
H -4.4335 2.4435 1.0224
H -3.7877 3.6860 2.8761
H -2.3548 3.2655 3.7242
O 1.5717 -0.3596 0.3149
S 2.7322 -1.4065 0.6053
C 3.5796 -1.5040 -0.9895
C 3.5073 -2.9725 -1.4206
C 2.1324 -3.4763 -0.9927
C 2.0005 -3.0546 0.4688
H 4.5819 -1.0981 -0.8648
H 2.9925 -0.8487 -1.6361
H 4.2947 -3.5462 -0.9293
H 3.6721 -3.0450 -2.4942
H 2.0381 -4.5569 -1.0876
H 1.3423 -3.0152 -1.5900
H 2.6036 -3.6688 1.1430
H 0.9888 -2.9940 0.8700
N -1.4165 -1.7991 3.0987
C -1.5388 -1.9864 1.7827
N -1.0505 -1.1829 0.8398
C -1.3417 -1.6875 -0.4620
C -0.9868 -1.0873 -1.6624
C -1.3510 -1.7168 -2.8421
C -2.0573 -2.9235 -2.8240
C -2.4198 -3.5157 -1.6273
C -2.0509 -2.8734 -0.4492
S -2.3690 -3.3782 1.1921
H -0.8822 -1.0517 3.5054
H -1.8087 -2.4709 3.7399
H -0.4444 -0.1488 -1.6946
H -1.0871 -1.2665 -3.7905
H -2.3290 -3.3983 -3.7574
H -2.9744 -4.4455 -1.6147
C 2.7159 3.3725 0.8138
Sb 1.0608 2.7001 -0.2948
C 1.8847 2.1171 -2.1260
C -0.0497 4.4183 -0.7423
H 3.2765 4.0580 0.1802
H 3.3437 2.5287 1.0892
H 2.3709 3.8859 1.7073
H 2.0861 3.0062 -2.7230
H 1.2001 1.4687 -2.6673
H 2.8233 1.6043 -1.9287
H 0.5757 5.0646 -1.3568
H -0.3065 4.9336 0.1808
H -0.9484 4.1499 -1.2914

---

Entry 5:
15
Properties=species:S:1:pos:R:3 method="wB97M-V/def2-TZVPD" e_tot_ev=-18092.174 homo_lumo_gap_ev=8.943 homo_ev=-8.30 relative_energy_kj_mol=151.30
H -0.6093 2.6070 -0.1907
N 0.1219 1.9072 0.1193
C -0.4198 0.7357 -0.0247
C -1.9708 0.5684 -0.2070
S -2.6070 -1.1246 -0.0139
N 0.4069 -0.3612 -0.0968
C 1.7786 -0.2624 0.0152
C 2.6858 -1.2766 -0.0286
H -2.4673 1.1977 0.5354
H -2.2224 0.9739 -1.2077
H -2.9365 -0.9904 1.2739
H 0.0104 -1.2474 -0.2115
H 2.1359 0.7096 0.2384
H 3.7621 -1.1440 0.0998
H 2.3313 -2.2930 -0.3013

---

Entry 6:
13
Properties=species:S:1:pos:R:3 method="wB97M-V/def2-TZVPD" e_tot_ev=-29435.270 smiles=CSc1cnc(S)o1 homo_lumo_gap_ev=9.385 homo_ev=-8.76 relative_energy_kj_mol=176.03
C -1.8428 -0.6231 2.1568
S -0.7568 -1.8230 1.4764
C 0.0586 -0.6630 0.5650
C 1.2722 -0.0672 0.8718
N 1.6920 0.8034 -0.2291
C 0.6182 0.8151 -0.9604
S 0.4656 1.6918 -2.4661
O -0.3754 0.0062 -0.5805
H -2.1922 -0.9099 3.3165
H -1.1230 0.2811 2.3976
H -2.6758 -0.4084 1.4650
H 1.9519 -0.4068 1.5958
H -0.7800 1.1003 -2.4916